Computed, not measured: C4H6S in the gas phase, with ωB97M-V with the def2-TZVPD basis set.

Structure (XYZ):
```
11
Properties=species:S:1:pos:R:3:forces:R:3
S -0.3404 1.6642 -0.4992 -1.9 3.2 -0.8
C 0.7684 -0.7277 -0.7123 -0.2 0.3 1.7
C -0.5575 -1.4762 1.4152 0.7 1.7 -4.2
C -0.1457 -1.7624 0.1017 1.6 -0.5 2.9
C 0.5745 0.6032 0.1290 2.2 -3.6 0.1
H -0.0490 -2.9033 -0.0611 -0.5 2.0 -0.5
H -1.1358 -2.2412 1.8587 -0.3 -0.5 1.1
H 1.8741 -1.0192 -0.5496 -1.7 0.1 -0.8
H -0.5207 -0.3867 1.7706 -0.5 -2.2 -0.1
H 0.4325 -0.5075 -1.8106 0.8 -0.7 2.2
H 1.0082 0.6100 1.1767 -0.2 0.2 -1.5
```
Forces are in eV/Å.

As for the frontier orbital gap: 0.316 Eh. The calculation puts the total energy at -554.08851 Eh. Its net charge is 0. The LUMO energy comes out at 0.03 eV.

natural (NBO) population analysis, charges in e, atoms 1 to 2: S 0.126; C -0.510



Computed, not measured: C6H8O2 in the gas phase, with ωB97M-V with the def2-TZVPD basis set.

Structure (XYZ):
```
16
Properties=species:S:1:pos:R:3:forces:R:3
O -0.3567 -0.4827 -2.0473 -0.3 0.9 1.0
O 1.9375 -0.7709 2.7883 -0.6 1.2 -1.0
C -1.7309 1.4135 -1.5873 -0.3 -0.4 -0.1
C 0.6871 -0.3882 0.7272 1.1 0.8 2.0
C 1.4007 0.0423 2.0534 -0.2 -1.9 -0.1
C 0.7899 -1.8426 0.4129 -0.3 -0.3 -0.4
C -0.6629 0.4010 -1.2611 0.8 -0.4 0.2
C 0.0637 0.6087 0.1106 -0.9 -0.7 -2.5
H 1.3565 1.1151 2.3211 0.0 0.0 -0.2
H 1.8394 -2.1371 0.3094 -0.1 0.1 0.2
H 0.0426 1.6354 0.4552 0.1 -0.1 0.4
H -1.2647 2.3657 -1.8515 -0.1 0.0 0.1
H -2.3308 1.0591 -2.4307 0.2 0.1 0.1
H 0.2700 -2.1345 -0.5004 0.1 0.3 0.1
H 0.3539 -2.4290 1.2290 0.3 0.2 0.1
H -2.3953 1.5443 -0.7287 0.1 0.2 0.0
```
Forces are in eV/Å.

As for the frontier orbital gap: 0.349 Eh. The calculation puts the total energy at -383.86928 Eh. Its net charge is 0. The LUMO energy comes out at -0.27 eV.

natural (NBO) population analysis, charges in e, atoms 1 to 2: O -0.533; O -0.510



net charge of number 2 (C6H8O2)?
0



What is the formula in the second record?
C6H8O2



Which formula does entry 2 have?
C6H8O2



What is the frontier orbital gap in the first record?
0.316 Eh